{
  "formula": "C14H16ClO5PS",
  "method": "the ωB97M-V functional and the def2-TZVPD basis",
  "symbols": ["C", "C", "H", "H", "O", "P", "O", "C", "C", "H", "H", "H", "H", "H", "S", "O", "C", "C", "C", "C", "C", "C", "H", "H", "C", "C", "C", "O", "O", "Cl", "C", "H", "H", "H", "H", "H", "H", "H"],
  "positions_angstrom": [[-2.760, -3.172, 1.277], [-3.508, -1.945, 0.783], [-3.675, -1.999, -0.299], [-4.472, -1.849, 1.289], [-2.744, -0.776, 1.082], [-2.484, 0.374, 0.018], [-3.498, 1.474, 0.551], [-3.455, 2.860, 0.216], [-3.591, 3.116, -1.274], [-2.731, 2.717, -1.807], [-4.487, 2.634, -1.658], [-3.655, 4.185, -1.455], [-2.521, 3.288, 0.594], [-4.296, 3.293, 0.765], [-2.572, -0.179, -1.851], [-1.101, 1.016, 0.549], [0.155, 0.542, 0.294], [1.212, 1.400, 0.545], [2.514, 0.968, 0.321], [2.776, -0.323, -0.166], [1.684, -1.164, -0.411], [0.394, -0.745, -0.181], [-0.441, -1.397, -0.379], [1.852, -2.160, -0.787], [4.150, -0.710, -0.385], [5.109, 0.206, -0.098], [4.821, 1.548, 0.412], [5.645, 2.381, 0.678], [3.502, 1.849, 0.592], [6.790, -0.098, -0.300], [4.466, -2.071, -0.908], [4.099, -2.831, -0.221], [3.985, -2.221, -1.873], [5.538, -2.189, -1.025], [1.038, 2.397, 0.915], [-3.370, -4.056, 1.116], [-1.822, -3.288, 0.741], [-2.545, -3.074, 2.338]],
  "forces_ev_per_angstrom": [[-0.1, 0.4, -0.1], [-0.3, -0.7, -0.2], [0.0, 0.0, 0.2], [0.1, 0.1, -0.1], [0.4, 0.5, -0.2], [-0.5, -0.2, -0.3], [0.3, -0.7, -0.2], [-0.1, 0.6, -0.2], [0.1, -0.1, 0.2], [0.0, 0.1, -0.1], [0.0, 0.0, -0.1], [0.0, 0.1, 0.0], [-0.1, -0.1, 0.1], [0.2, 0.0, -0.1], [0.1, 0.4, 1.0], [-0.5, 0.0, -0.1], [0.8, -0.1, -0.1], [0.0, 0.0, 0.0], [-0.6, -0.7, -0.2], [-0.2, 0.4, 0.2], [0.1, 0.3, 0.1], [-0.3, -0.1, 0.0], [0.0, -0.1, 0.0], [0.0, -0.1, 0.0], [0.6, 0.4, 0.1], [-0.3, -0.4, -0.1], [0.5, 0.3, 0.1], [-0.4, -0.3, -0.1], [0.0, 0.2, 0.1], [0.1, -0.1, 0.0], [0.1, 0.1, 0.0], [0.0, -0.1, 0.0], [-0.1, -0.1, -0.1], [0.0, -0.1, 0.0], [0.0, 0.1, 0.0], [0.0, -0.1, 0.0], [0.1, 0.0, -0.1], [0.0, -0.1, 0.1]],
  "energy_ev": -57664.52146,
  "lumo_energy_ev": -0.15,
  "e_homo_ev": -8.716,
  "relative_energy_kcal_mol": 3.8,
  "smiles": "CCOP(=S)(OCC)Oc1ccc2c(C)c(Cl)c(=O)oc2c1"
}

{
  "formula": "C14H16CrI2N3O5S",
  "method": "the ωB97M-V functional and the def2-TZVPD basis",
  "symbols": ["Cr", "I", "C", "I", "H", "H", "O", "C", "N", "C", "O", "C", "C", "C", "C", "N", "C", "H", "H", "H", "H", "H", "H", "H", "H", "N", "C", "C", "C", "C", "C", "C", "S", "O", "O", "O", "H", "H", "H", "H", "H", "H"],
  "positions_angstrom": [[-0.478, -0.428, -1.204], [-0.065, 1.641, 0.698], [2.046, 1.603, 0.335], [2.661, -0.177, -0.612], [2.514, 1.658, 1.312], [2.295, 2.439, -0.327], [-4.480, -7.498, -1.288], [-5.155, -6.552, -0.518], [-4.239, -5.648, 0.177], [-3.524, -4.765, -0.538], [-3.668, -4.604, -1.739], [-2.504, -3.921, 0.191], [-1.936, -4.194, 1.426], [-0.965, -3.339, 1.930], [-0.590, -2.240, 1.189], [-1.135, -1.970, -0.012], [-2.069, -2.799, -0.491], [-4.228, -7.087, -2.122], [-5.723, -7.082, 0.241], [-5.828, -5.943, -1.122], [-4.046, -5.804, 1.151], [-2.216, -5.071, 1.996], [-0.496, -3.525, 2.885], [0.168, -1.553, 1.543], [-2.500, -2.585, -1.460], [-0.249, -1.504, -3.020], [0.469, -0.335, -3.499], [1.641, -0.416, -4.230], [2.459, 0.699, -4.352], [2.127, 1.907, -3.754], [0.900, 2.029, -3.113], [0.087, 0.900, -2.958], [3.323, 3.265, -3.619], [3.089, 3.716, -2.244], [4.589, 2.598, -3.806], [2.928, 4.216, -4.620], [0.398, -2.286, -2.949], [-1.028, -1.816, -3.595], [1.947, -1.369, -4.646], [3.414, 0.625, -4.857], [0.636, 2.973, -2.656], [-0.867, 1.135, -2.457]],
  "forces_ev_per_angstrom": [[0.7, -0.1, 0.1], [-0.1, -0.1, 0.0], [0.1, 0.3, -0.2], [0.0, -0.2, 0.1], [0.0, 0.1, -0.1], [0.0, 0.0, 0.0], [0.0, 0.0, 0.0], [0.0, 0.0, 0.0], [0.0, 0.0, 0.0], [0.0, 0.0, 0.0], [0.0, 0.0, 0.0], [0.0, 0.0, 0.0], [0.0, 0.0, 0.0], [0.0, 0.0, 0.0], [0.0, 0.0, 0.0], [0.0, -0.1, 0.1], [0.0, 0.0, 0.0], [0.0, 0.0, 0.0], [0.0, 0.0, 0.0], [0.0, 0.0, 0.0], [0.0, 0.0, 0.0], [0.0, 0.0, 0.0], [0.0, 0.0, 0.0], [0.0, 0.0, 0.0], [0.0, 0.0, 0.0], [0.0, 0.0, 0.2], [-0.1, 0.3, -0.1], [0.0, -0.2, 0.1], [0.1, -0.1, -0.1], [-0.3, 0.1, 0.3], [0.4, -0.4, 0.1], [0.0, 0.8, -0.1], [0.3, 0.4, 0.6], [-0.3, -0.4, 0.0], [0.0, -0.2, -0.1], [-0.2, -0.1, -0.2], [-0.1, -0.1, 0.0], [-0.1, 0.2, 0.0], [0.0, 0.0, 0.0], [0.0, 0.0, 0.0], [-0.1, 0.0, -0.1], [-0.3, -0.3, -0.4]],
  "spin_multiplicity": 5,
  "energy_ev": -84936.46097,
  "lumo_energy_ev": [-4.53, -4.49],
  "e_homo_ev": [-10.720, -10.720],
  "relative_energy_kcal_mol": 20.6,
  "charge": 1
}

{
  "formula": "C14H16FNO",
  "method": "the ωB97M-V functional and the def2-TZVPD basis",
  "symbols": ["C", "H", "H", "H", "C", "C", "C", "O", "C", "C", "N", "C", "C", "C", "C", "C", "C", "F", "H", "H", "H", "H", "H", "C", "H", "H", "H", "H", "H", "C", "H", "H", "H"],
  "positions_angstrom": [[1.068, -2.798, -0.945], [0.695, -2.063, -1.653], [0.786, -3.786, -1.302], [2.155, -2.742, -0.923], [0.488, -2.555, 0.450], [-1.038, -2.661, 0.410], [-1.670, -1.608, -0.483], [-2.652, -1.849, -1.159], [-1.032, -0.309, -0.462], [0.122, -0.070, 0.194], [0.730, 1.161, 0.235], [0.170, 2.383, -0.122], [0.922, 3.321, -0.828], [0.393, 4.552, -1.167], [-0.904, 4.878, -0.808], [-1.661, 3.977, -0.079], [-1.119, 2.756, 0.268], [-1.850, 1.925, 1.041], [-2.664, 4.212, 0.242], [-1.322, 5.835, -1.079], [0.995, 5.257, -1.718], [1.932, 3.067, -1.114], [1.732, 1.165, 0.368], [0.854, -1.147, 0.937], [1.934, -0.993, 0.852], [0.596, -1.056, 1.998], [-1.518, 0.466, -1.035], [-1.353, -3.647, 0.065], [-1.442, -2.514, 1.416], [1.056, -3.593, 1.420], [2.140, -3.510, 1.479], [0.809, -4.597, 1.086], [0.647, -3.456, 2.419]],
  "forces_ev_per_angstrom": [[-0.1, 0.1, 0.1], [0.0, 0.0, -0.1], [0.0, -0.1, -0.1], [0.1, 0.0, 0.0], [0.1, -0.1, 0.1], [0.0, -0.1, -0.1], [0.1, -0.3, 0.2], [0.0, 0.0, 0.0], [0.1, 0.4, -0.1], [-0.2, -0.3, -0.3], [0.4, -0.1, 0.4], [-0.3, 0.4, -0.1], [-0.2, -0.1, 0.0], [0.0, 0.1, 0.0], [0.0, 0.0, 0.0], [0.0, -0.1, 0.0], [0.1, 0.0, 0.1], [0.2, 0.2, -0.1], [-0.1, 0.0, 0.0], [0.0, 0.1, 0.0], [0.1, 0.1, 0.0], [0.1, -0.1, -0.1], [-0.2, 0.0, 0.1], [-0.1, -0.2, -0.1], [0.0, 0.0, 0.0], [0.1, 0.0, 0.0], [0.0, 0.1, 0.0], [0.0, 0.0, 0.0], [0.0, 0.0, 0.1], [-0.1, 0.2, -0.2], [0.1, 0.0, 0.0], [0.0, -0.1, 0.0], [0.0, 0.0, 0.1]],
  "energy_ev": -21033.03893,
  "lumo_energy_ev": 0.55,
  "e_homo_ev": -8.242,
  "relative_energy_kcal_mol": 0.0,
  "smiles": "CC1(C)CC(=O)C=C(Nc2ccccc2F)C1"
}

{
  "formula": "C14H16N2O",
  "method": "the ωB97M-V functional and the def2-TZVPD basis",
  "symbols": ["O", "C", "N", "C", "C", "C", "H", "H", "H", "H", "H", "H", "C", "H", "H", "C", "C", "C", "N", "C", "C", "C", "C", "C", "C", "H", "H", "H", "H", "H", "H", "H", "H"],
  "positions_angstrom": [[-2.999, -1.541, 0.695], [-2.211, -0.632, 0.543], [-2.549, 0.612, 0.125], [-3.858, 1.079, -0.235], [-4.837, 0.197, -0.950], [-5.088, 0.599, 0.475], [-5.862, 1.319, 0.690], [-4.961, -0.165, 1.224], [-5.437, 0.635, -1.734], [-4.548, -0.826, -1.123], [-3.822, 2.123, -0.522], [-1.808, 1.288, 0.034], [-0.717, -0.788, 0.774], [-0.310, 0.093, 1.274], [-0.557, -1.658, 1.412], [0.006, -1.005, -0.567], [1.480, -1.103, -0.361], [2.231, -2.238, -0.278], [3.542, -1.923, -0.039], [3.665, -0.567, 0.041], [4.781, 0.228, 0.268], [4.597, 1.593, 0.295], [3.335, 2.160, 0.099], [2.225, 1.377, -0.127], [2.378, -0.009, -0.156], [1.256, 1.828, -0.283], [3.235, 3.235, 0.125], [5.443, 2.242, 0.470], [5.757, -0.211, 0.417], [4.293, -2.585, 0.058], [1.923, -3.261, -0.378], [-0.367, -1.923, -1.025], [-0.215, -0.174, -1.242]],
  "forces_ev_per_angstrom": [[-0.4, -0.3, 0.0], [0.7, 0.3, 0.2], [0.0, 0.3, -0.1], [-0.2, -0.1, 0.0], [0.0, 0.0, -0.2], [-0.1, 0.1, 0.2], [0.0, 0.1, 0.0], [0.1, -0.1, 0.0], [0.0, 0.1, 0.0], [0.0, -0.1, 0.1], [-0.1, -0.1, 0.0], [0.0, -0.1, 0.1], [-0.2, -0.2, -0.2], [0.0, 0.0, 0.0], [0.0, 0.1, 0.0], [0.2, -0.1, 0.3], [-0.1, -0.3, -0.1], [-0.4, 0.1, -0.1], [0.3, -0.3, 0.1], [-0.2, 0.5, 0.0], [0.1, 0.0, 0.0], [0.1, -0.1, 0.0], [-0.1, 0.2, 0.0], [0.0, 0.0, 0.0], [0.4, -0.2, 0.1], [-0.1, 0.1, 0.0], [0.0, 0.1, 0.0], [0.1, 0.0, 0.0], [0.1, 0.0, 0.0], [-0.1, 0.1, 0.0], [-0.1, -0.2, 0.0], [-0.1, 0.1, -0.1], [0.0, -0.1, -0.1]],
  "energy_ev": -19805.30758,
  "lumo_energy_ev": 0.75,
  "e_homo_ev": -7.984,
  "relative_energy_kcal_mol": 2.1,
  "smiles": "O=C(CCc1c[nH]c2ccccc12)NC1CC1"
}

{
  "formula": "C14H16N2O2S",
  "method": "the ωB97M-V functional and the def2-TZVPD basis",
  "symbols": ["C", "H", "O", "C", "H", "C", "O", "N", "C", "H", "H", "C", "C", "N", "C", "C", "S", "H", "C", "C", "C", "C", "C", "C", "H", "H", "H", "H", "H", "H", "H", "H", "H", "H", "H"],
  "positions_angstrom": [[1.036, 2.952, 0.321], [0.836, 2.849, -0.752], [0.218, 2.095, 1.076], [-1.157, 2.353, 0.904], [-1.426, 3.339, 1.313], [-2.010, 1.287, 1.590], [-3.217, 1.269, 1.486], [-1.293, 0.416, 2.328], [-1.849, -0.834, 2.782], [-2.834, -0.633, 3.210], [-1.191, -1.245, 3.551], [-2.009, -1.839, 1.616], [-0.768, -1.853, 0.806], [-0.533, -1.032, -0.145], [0.729, -1.131, -0.650], [1.485, -2.099, -0.046], [0.597, -2.897, 1.190], [2.490, -2.401, -0.257], [1.133, -0.219, -1.711], [2.467, -0.052, -2.075], [2.811, 0.845, -3.069], [1.833, 1.587, -3.711], [0.503, 1.427, -3.355], [0.154, 0.532, -2.362], [-0.877, 0.397, -2.073], [-0.263, 2.003, -3.853], [2.106, 2.287, -4.486], [3.848, 0.970, -3.343], [3.239, -0.616, -1.573], [-2.233, -2.829, 2.013], [-2.828, -1.499, 0.982], [-0.292, 0.479, 2.217], [-1.423, 2.349, -0.162], [0.889, 3.999, 0.613], [2.064, 2.659, 0.524]],
  "forces_ev_per_angstrom": [[0.1, 0.1, -0.1], [0.0, 0.0, 0.0], [-0.2, -0.2, 0.2], [-0.2, 0.1, -0.2], [0.0, -0.1, 0.0], [0.6, 0.3, 0.1], [-0.4, 0.0, -0.2], [0.3, -0.1, 0.3], [-0.3, 0.0, -0.1], [0.1, -0.1, 0.1], [-0.1, 0.0, 0.0], [-0.1, 0.2, 0.2], [0.4, -0.9, 0.4], [-0.5, 0.5, -0.3], [0.5, -0.8, 0.5], [-0.2, 0.1, 0.0], [-0.4, 0.6, -0.4], [0.2, 0.0, -0.1], [0.1, 0.3, -0.4], [-0.2, 0.0, 0.0], [0.1, 0.0, -0.1], [0.0, 0.1, -0.1], [0.0, 0.1, -0.1], [0.1, -0.1, 0.1], [-0.1, 0.0, 0.0], [-0.1, 0.0, 0.0], [0.0, 0.1, -0.1], [0.1, 0.0, 0.0], [0.1, 0.0, 0.1], [-0.1, 0.0, 0.0], [0.0, -0.1, 0.0], [-0.1, 0.0, 0.0], [0.0, 0.0, 0.1], [0.0, 0.0, 0.0], [0.0, 0.1, -0.1]],
  "energy_ev": -32688.53859,
  "lumo_energy_ev": 0.56,
  "e_homo_ev": -8.407,
  "relative_energy_kcal_mol": 16.6,
  "smiles": "COCC(=O)NCCc1nc(-c2ccccc2)cs1"
}

{
  "formula": "C14H16N3",
  "method": "the ωB97M-V functional and the def2-TZVPD basis",
  "symbols": ["C", "N", "C", "C", "C", "C", "C", "C", "C", "C", "C", "C", "C", "C", "C", "H", "H", "H", "H", "H", "H", "H", "H", "H", "H", "H", "H", "N", "N", "H", "H", "H", "H"],
  "positions_angstrom": [[-0.063, -3.175, -0.597], [0.010, -1.709, -0.599], [-1.213, -1.009, -0.598], [-2.457, -1.650, -0.595], [-3.634, -0.931, -0.592], [-3.616, 0.457, -0.592], [-2.420, 1.124, -0.594], [-1.201, 0.414, -0.598], [0.020, 1.091, -0.599], [1.238, 0.405, -0.598], [1.247, -1.021, -0.599], [2.496, -1.651, -0.597], [3.675, -0.932, -0.594], [3.658, 0.457, -0.591], [2.459, 1.117, -0.593], [0.914, -3.648, -0.598], [-0.600, -3.514, 0.287], [-0.602, -3.515, -1.481], [-2.500, -2.724, -0.594], [-4.579, -1.449, -0.590], [-4.542, 1.008, -0.589], [-2.399, 2.200, -0.592], [0.024, 2.166, -0.597], [2.552, -2.723, -0.599], [4.624, -1.444, -0.593], [4.584, 1.013, -0.587], [2.434, 2.194, -0.590], [-0.015, 3.317, 2.114], [-0.022, 2.499, 3.238], [-0.823, 3.925, 2.182], [0.798, 3.917, 2.186], [-0.833, 1.896, 3.167], [0.787, 1.893, 3.173]],
  "forces_ev_per_angstrom": [[-0.1, -0.1, 0.0], [0.2, 1.3, 0.0], [1.4, -0.1, 0.0], [-0.2, -0.5, 0.0], [0.6, -0.6, 0.0], [0.2, 0.9, 0.0], [-0.6, -0.2, 0.0], [0.6, 0.0, 0.0], [0.0, -0.6, 0.0], [-0.6, 0.0, 0.0], [-1.4, -0.2, 0.0], [0.3, -0.5, 0.0], [-0.7, -0.6, 0.0], [-0.2, 0.9, 0.0], [0.5, -0.2, 0.0], [-0.1, 0.3, 0.0], [0.0, 0.0, 0.0], [0.0, 0.0, 0.0], [-0.1, -0.1, 0.0], [-0.1, -0.2, 0.0], [-0.1, 0.1, 0.0], [0.1, 0.2, 0.0], [0.0, 0.3, 0.1], [0.1, -0.2, 0.0], [0.0, -0.2, 0.0], [0.0, 0.0, 0.0], [-0.1, 0.2, 0.0], [0.0, 1.0, -2.4], [0.0, -1.2, 2.0], [0.1, 0.2, 0.1], [-0.1, 0.2, 0.1], [0.1, -0.2, 0.0], [0.0, -0.2, 0.0]],
  "energy_ev": -19241.02164,
  "lumo_energy_ev": -4.97,
  "e_homo_ev": -10.679,
  "relative_energy_kcal_mol": 0.0,
  "charge": 1
}

{
  "formula": "C14H16O",
  "method": "the ωB97M-V functional and the def2-TZVPD basis",
  "symbols": ["C", "C", "C", "C", "C", "C", "C", "O", "H", "H", "H", "H", "H", "H", "H", "H", "C", "C", "C", "C", "C", "C", "C", "H", "H", "H", "H", "H", "H", "H", "H"],
  "positions_angstrom": [[1.416, 1.129, -3.540], [-0.589, 2.723, -0.058], [0.761, 2.471, -0.045], [-1.308, 2.385, -1.214], [1.428, 1.961, -1.166], [-0.656, 1.830, -2.284], [0.726, 1.619, -2.299], [-1.319, 3.154, 1.022], [1.329, 2.630, 0.872], [-0.693, 3.367, 1.742], [-2.357, 2.640, -1.259], [2.511, 1.957, -1.050], [-1.260, 1.587, -3.158], [0.974, 0.218, -3.954], [2.439, 0.822, -3.317], [1.454, 1.912, -4.298], [-0.920, -2.499, 3.719], [0.915, -1.183, 0.673], [0.267, -1.842, -0.365], [0.512, -1.425, 1.977], [-0.534, -2.292, 2.270], [-0.791, -2.689, -0.080], [-1.200, -2.923, 1.224], [1.674, -0.452, 0.434], [0.483, -1.628, -1.403], [1.015, -0.884, 2.764], [-1.205, -3.257, -0.907], [-1.374, -3.475, 3.825], [-1.646, -1.769, 4.039], [-2.018, -3.595, 1.481], [-0.037, -2.493, 4.355]],
  "forces_ev_per_angstrom": [[0.4, -0.5, 0.1], [-0.7, -0.8, -0.3], [0.4, 0.0, 0.5], [0.1, 0.6, 0.5], [-0.1, 0.7, 1.0], [-0.2, -0.1, -0.5], [0.1, -0.1, -0.4], [0.9, 0.3, 0.3], [0.0, 0.2, -0.1], [-0.5, -0.1, -0.5], [-0.1, -0.2, 0.0], [-0.1, -0.5, -0.5], [0.2, 0.0, 0.0], [-0.3, 0.3, -0.1], [0.1, 0.3, 0.1], [-0.1, -0.1, -0.1], [0.2, -0.5, -0.7], [-0.4, -0.1, -0.4], [-0.3, 0.4, 0.1], [0.3, 0.3, -0.3], [0.1, 0.3, 0.4], [0.2, -0.7, -0.3], [0.1, 0.0, 0.4], [0.1, 0.0, 0.2], [0.3, -0.1, 0.0], [0.0, -0.1, 0.3], [-0.3, 0.2, 0.1], [-0.2, -0.3, 0.1], [-0.1, 0.4, 0.2], [0.1, 0.1, -0.3], [0.0, 0.2, 0.1]],
  "energy_ev": -16824.97540,
  "lumo_energy_ev": 0.77,
  "e_homo_ev": -8.444,
  "relative_energy_kcal_mol": 6.0,
  "smiles": "Cc1ccc(O)cc1.Cc1ccccc1"
}